{"formula": "C4H8N2O", "method": "ωB97M-V/def2-TZVPD", "symbols": ["C", "C", "C", "C", "N", "N", "O", "H", "H", "H", "H", "H", "H", "H", "H"], "positions_angstrom": [[-4.5855, -0.8463, 0.3827], [-0.8259, 0.7852, -0.8381], [0.9959, -0.8338, -0.8075], [0.3713, 0.6248, 1.1575], [-3.8610, 0.0172, 0.1354], [0.0550, 0.0747, -0.1923], [-1.5862, 1.5329, -0.3136], [-0.8773, 0.5518, -1.9058], [0.9546, -0.9505, -1.9410], [2.0837, -0.3781, -0.7398], [0.8030, -1.9004, -0.3497], [-0.1492, 0.1720, 1.8811], [1.3767, 0.6145, 1.4452], [0.1603, 1.6319, 1.2248], [-3.1764, 0.6939, -0.1265]], "de_lowest_kcal_mol": 72.1, "homo_lumo_gap_ev": 10.86, "multiplicity": 1, "lumo_energy_ev": 0.576}